# 1
Computed, not measured: an isolated molecule of C7H17N2OP, with ωB97M-V/def2-TZVPD.

Structure (XYZ):
```
28
Properties=species:S:1:pos:R:3:forces:R:3:lowdin_charge:R:1
H 3.22068 2.65979 0.29228 -0.03 0.00 0.02 0.05
N 2.21494 2.48984 0.32803 0.02 -0.06 0.04 0.13
C 1.96738 1.36766 0.86848 -0.04 -0.06 -0.28 -0.52
C 3.00892 0.42171 1.41077 0.02 0.03 0.10 -0.06
C 0.54107 0.89926 0.96180 0.03 0.16 0.04 -0.33
P -0.08264 0.16896 -0.64566 0.12 -0.02 0.19 0.99
C 1.25265 -1.05140 -1.04471 -0.05 -0.05 -0.13 -0.48
N 0.86110 -1.70654 -2.29829 0.12 -0.03 0.03 -0.07
C -1.31944 -1.00837 0.06037 -0.14 0.00 -0.09 -0.38
C -2.51354 -0.33056 0.73818 -0.01 0.00 -0.03 -0.25
C -3.19292 0.71512 -0.12576 0.02 0.02 -0.01 -0.30
O -3.69566 0.06872 -1.29009 -0.01 -0.05 0.02 -0.07
H 2.75692 -0.61714 1.19359 0.02 0.05 0.00 0.06
H 3.99718 0.64423 1.00928 0.00 0.01 0.01 0.08
H 3.04540 0.52054 2.49880 0.01 -0.02 0.00 0.09
H -0.09319 1.76684 1.15103 0.00 -0.03 0.06 0.08
H 0.42886 0.19053 1.78613 -0.04 -0.07 -0.04 0.08
H 1.32683 -1.82206 -0.27315 -0.02 0.04 0.06 0.08
H 2.21733 -0.53024 -1.09416 -0.04 -0.02 -0.02 0.07
H 1.44934 -2.50986 -2.48202 -0.01 0.01 -0.01 0.06
H 0.96985 -1.07143 -3.07978 -0.06 0.02 0.02 0.06
H -0.82447 -1.67947 0.76829 0.02 0.00 0.00 0.08
H -1.67485 -1.61445 -0.77477 0.04 0.01 -0.01 0.08
H -2.21102 0.13296 1.68130 0.01 0.05 -0.01 0.10
H -3.26070 -1.08919 0.98644 0.03 -0.02 0.05 0.11
H -4.01192 1.18118 0.43220 -0.01 -0.01 -0.01 0.11
H -2.48591 1.50442 -0.40346 -0.01 -0.02 0.02 0.09
H -3.66694 0.67728 -2.03059 0.00 0.05 -0.03 0.08
```
Positions in Å, forces in eV/Å.

Computed properties:
- strongest force on any atom (eV Å⁻¹) = 0.29
- multiplicity = 1
- frontier orbital gap (eV) = 9.50
- charge = 0
- E_LUMO (eV) = 0.91
- energy above the lowest of the compared OMol25 structures with the same formula, charge and spin (kcal per mole) = 2.83
- DFT total energy (eV) = -21850.653

# 2
Computed, not measured: an isolated molecule of C4H9N3O, with ωB97M-V/def2-TZVPD.

Structure (XYZ):
```
17
Properties=species:S:1:pos:R:3:forces:R:3:lowdin_charge:R:1
C -1.70497 0.56552 -0.79514 -0.01 -0.02 0.01 -0.08
N -0.58635 0.46251 0.10400 0.41 -0.05 -0.06 -0.05
C -0.52134 -0.37258 1.14489 0.12 -0.07 0.00 -0.51
C 1.13622 0.24264 -0.33524 -0.37 -0.05 0.32 -0.46
N 0.95593 -0.56369 1.17165 -0.10 0.18 -0.20 0.19
C 1.55600 -0.54257 -1.35262 -0.07 0.02 0.05 -0.01
O 1.67970 1.47244 -0.13164 -0.18 -0.11 0.03 0.04
N -1.26933 -0.99485 1.96088 0.12 0.11 -0.16 0.12
H 0.94990 2.06231 0.10458 0.07 -0.05 0.00 0.11
H 1.43846 -0.11308 1.94818 -0.07 -0.02 -0.06 0.15
H 1.23100 -1.54190 1.12247 -0.03 0.05 -0.03 0.15
H -2.25097 -0.77042 1.81353 0.06 0.01 -0.03 0.04
H -2.43699 -0.23277 -0.62970 0.06 0.03 0.01 0.08
H -1.31546 0.45976 -1.81542 -0.03 0.00 0.04 0.08
H -2.21689 1.52817 -0.71648 0.03 -0.06 0.00 0.07
H 1.25205 -1.57586 -1.43236 -0.02 0.00 0.03 0.04
H 2.10304 -0.08562 -2.16156 0.01 0.02 0.03 0.04
```
Positions in Å, forces in eV/Å.

Computed properties:
- strongest force on any atom (eV Å⁻¹) = 0.50
- multiplicity = 1
- frontier orbital gap (eV) = 8.01
- charge = 0
- E_LUMO (eV) = 0.66
- energy above the lowest of the compared OMol25 structures with the same formula, charge and spin (kcal per mole) = 92.50
- DFT total energy (eV) = -10808.450

# 3
Computed, not measured: a cluster of 5 separate species, H12NO4 in total, with ωB97M-V/def2-TZVPD.

Structure (XYZ):
```
17
Properties=species:S:1:pos:R:3:forces:R:3:lowdin_charge:R:1
N -0.37324 -0.33172 -0.39985 -0.23 -0.05 0.45 0.26
H 0.25243 0.05835 0.30096 -0.20 0.49 0.00 0.10
H 0.13184 -1.17459 -0.68265 -0.42 -0.23 -0.34 0.10
H -1.29046 -0.47973 0.06653 0.48 -0.21 0.24 0.10
H -0.54264 0.37316 -1.10937 0.51 0.00 -0.19 0.12
H 0.99739 2.24785 0.29150 0.01 0.29 -0.15 0.04
H -0.16980 3.24354 0.49530 0.11 0.00 0.03 0.06
O 0.03631 2.33101 0.26937 -0.09 -0.21 0.03 -0.05
H -3.19514 -0.53409 1.24251 0.04 -0.08 0.25 0.07
H -2.60940 0.76916 1.74863 0.22 -0.05 0.04 0.08
O -2.35461 -0.13076 1.50192 -0.51 0.02 -0.30 -0.04
H 1.01234 -3.57463 0.22330 0.11 0.18 -0.14 0.07
H 0.86859 -2.64022 1.39988 0.08 0.09 0.03 0.06
O 1.03348 -2.63414 0.44942 -0.22 -0.27 0.07 -0.05
H 2.80568 0.61447 -1.82416 -0.01 -0.01 0.32 0.07
H 1.49329 1.01952 -2.41529 -0.03 0.19 0.14 0.06
O 1.90392 0.84281 -1.55799 0.15 -0.15 -0.48 -0.05
```
Positions in Å, forces in eV/Å.

Computed properties:
- strongest force on any atom (eV Å⁻¹) = 0.59
- multiplicity = 1
- frontier orbital gap (eV) = 12.40
- charge = +1
- E_LUMO (eV) = -3.03
- energy above the lowest of the compared OMol25 structures with the same formula, charge and spin (kcal per mole) = 14.93
- DFT total energy (eV) = -9869.407

# 4
Computed, not measured: an isolated molecule of C6H12 in a non-equilibrium geometry, with ωB97M-V/def2-TZVPD.

Structure (XYZ):
```
18
Properties=species:S:1:pos:R:3:forces:R:3:lowdin_charge:R:1
C 0.66200 0.35968 -1.20246 0.29 -1.61 2.74 0.05
C 0.10855 0.08961 0.02905 -1.06 0.68 -1.48 -0.31
C 0.56707 -1.03455 0.93808 -1.64 2.23 2.64 -0.29
C 1.79104 -1.60732 0.42036 2.24 -2.88 0.17 -0.17
C -1.18852 0.76656 0.51302 -0.65 -1.21 -0.06 -0.25
C -1.82219 1.56158 -0.62419 0.72 3.87 -0.46 -0.15
H 1.64137 -0.11400 -1.35821 -0.67 0.32 -0.55 0.05
H 0.19057 0.88328 -2.00687 0.03 0.57 0.06 0.04
H 0.58861 -0.66224 2.04391 0.59 -0.19 -1.71 0.15
H -0.28240 -1.72678 1.08985 0.38 -0.11 -0.78 0.12
H 1.51636 -2.02270 -0.56963 0.73 0.09 0.39 0.09
H 2.61289 -0.88477 0.33598 -0.33 -0.07 -0.17 0.08
H 2.23503 -2.46192 1.04145 -0.83 1.05 -0.74 0.10
H -1.88223 -0.05719 0.89002 0.69 0.93 -0.51 0.12
H -0.96325 1.35515 1.42063 -0.06 0.05 -0.51 0.11
H -2.06641 0.96137 -1.48335 0.02 -0.47 -0.23 0.05
H -2.75338 2.26365 -0.48280 1.73 -1.56 0.47 0.10
H -0.95513 2.33059 -0.99484 -2.18 -1.67 0.73 0.11
```
Positions in Å, forces in eV/Å.

Computed properties:
- strongest force on any atom (eV Å⁻¹) = 3.96
- multiplicity = 1
- frontier orbital gap (eV) = 10.16
- charge = 0
- E_LUMO (eV) = 1.09
- energy above the lowest of the compared OMol25 structures with the same formula, charge and spin (kcal per mole) = 44.05
- DFT total energy (eV) = -6415.031

# 5
Computed, not measured: a structure of composition C53H52FeN8S2Sb, with ωB97M-V/def2-TZVPD.

Structure (XYZ):
```
117
Properties=species:S:1:pos:R:3:forces:R:3:mulliken_spin:R:1
Fe 0.45569 1.57003 0.80911 0.21 -0.33 -0.51 4.35
N 0.71578 1.31562 -3.66900 -0.03 0.00 0.15 0.00
C 1.01155 1.36506 -2.36993 0.01 -0.07 -0.10 0.04
N 0.15940 1.18258 -1.40425 0.00 0.13 -0.02 0.02
C -1.17989 1.00152 -1.72344 -0.24 0.00 -0.02 -0.03
N -2.08898 0.89028 -0.80636 0.25 0.03 0.14 0.01
N -1.52755 0.91606 0.45502 -0.68 0.00 0.28 0.01
C -2.28965 0.60342 1.43862 0.52 0.04 -0.21 0.02
C -1.63240 0.44794 2.74048 0.03 -0.06 -0.11 0.02
C -2.32486 0.07514 3.87933 0.18 0.09 -0.03 0.00
C -1.60284 -0.12527 5.04854 0.03 0.02 -0.06 0.00
C -0.23184 0.06862 5.03085 -0.01 -0.02 -0.02 0.00
C 0.38251 0.45041 3.84724 -0.07 -0.01 0.06 0.01
N -0.29463 0.61847 2.71559 -0.24 0.10 0.04 0.02
C -1.57610 0.95072 -3.12939 -0.05 0.00 0.06 0.00
C -2.89987 0.73777 -3.52931 0.01 0.01 0.02 0.00
C -3.21563 0.68545 -4.86886 0.04 0.00 -0.04 0.00
C -2.21495 0.83708 -5.83443 0.01 0.00 0.03 0.00
C -0.90240 1.04131 -5.46115 -0.03 -0.01 0.05 0.00
C -0.59464 1.09736 -4.10421 0.08 0.02 -0.05 0.00
H 1.45945 1.40953 -4.34374 0.00 0.01 -0.02 0.00
H 2.04581 1.56142 -2.12113 0.03 0.01 0.02 -0.01
H -3.34050 0.37545 1.29953 -0.02 -0.01 -0.04 0.01
H -3.39476 -0.07135 3.84384 -0.02 0.01 -0.01 0.00
H -2.10626 -0.42930 5.95534 0.00 0.00 0.02 0.00
H 0.36720 -0.07239 5.91851 0.00 -0.01 0.02 0.00
H 1.44785 0.63664 3.80772 0.01 0.00 0.01 -0.01
H -3.65734 0.60650 -2.76939 0.00 0.00 0.01 0.00
H -4.23729 0.51660 -5.17800 -0.01 0.00 0.00 0.00
H -2.46846 0.78816 -6.88435 0.00 0.00 -0.01 0.00
H -0.12319 1.15241 -6.20459 0.01 0.00 -0.01 0.00
S 5.03042 1.58348 1.00986 -0.01 -0.01 -0.02 0.01
C 4.71959 0.34140 -0.15331 0.00 -0.06 -0.04 0.00
C 5.64779 -0.46786 -0.80232 -0.02 0.02 0.03 0.00
C 5.17307 -1.44108 -1.65398 -0.03 -0.03 -0.02 0.00
C 3.79763 -1.60070 -1.85334 0.03 -0.03 -0.02 0.00
C 2.88281 -0.79216 -1.21370 -0.03 0.07 0.00 0.00
C 3.34289 0.20028 -0.34747 -0.02 -0.01 0.03 0.02
N 2.56880 1.09009 0.41340 0.17 -0.09 0.17 0.00
C 3.34563 1.84198 1.16968 -0.07 0.05 0.09 0.05
C 2.77788 2.79080 2.12293 -0.03 -0.12 -0.10 -0.17
C 3.56165 3.58384 2.96143 -0.05 0.01 0.03 0.02
C 2.93921 4.42074 3.86918 0.01 -0.01 -0.01 0.00
C 1.55005 4.45543 3.93905 0.04 0.01 0.04 0.01
C 0.78080 3.66010 3.10010 -0.02 0.03 0.02 -0.21
C 1.38538 2.81877 2.17682 0.09 0.29 0.16 0.48
H 6.70831 -0.34609 -0.63182 0.02 0.01 0.01 0.00
H 5.86898 -2.09202 -2.16401 0.01 -0.01 -0.01 0.00
H 3.44662 -2.38743 -2.50816 -0.02 -0.01 -0.02 0.00
H 1.82261 -0.93914 -1.35107 -0.05 -0.02 -0.03 -0.01
H 4.64363 3.54936 2.91460 0.02 0.00 -0.01 0.00
H 3.53230 5.04311 4.52422 0.00 0.01 0.01 0.00
H 1.06927 5.11041 4.65373 -0.02 0.00 0.01 0.00
H -0.30040 3.71261 3.17463 -0.01 0.00 -0.02 0.00
C -3.24531 -2.45063 0.77841 -0.02 -0.01 -0.07 0.00
C -2.54257 -2.78064 2.06947 0.00 -0.01 -0.02 0.00
C -3.30991 -3.11129 3.18259 -0.01 -0.02 0.01 0.00
C -2.71777 -3.47192 4.38313 -0.01 -0.02 0.02 0.00
C -1.33621 -3.50670 4.48649 -0.01 -0.02 0.02 0.00
C -0.55745 -3.17759 3.38610 0.08 0.03 0.01 0.00
C -1.14416 -2.81310 2.17723 -0.08 -0.02 -0.01 0.00
Sb 0.05277 -2.24486 0.50247 0.08 0.05 0.02 0.09
C 1.96469 -2.86738 1.24659 0.03 -0.01 0.08 -0.02
C 2.50465 -1.89133 2.08438 -0.03 0.14 0.01 0.03
C 3.74619 -2.02759 2.68412 0.00 -0.02 -0.01 0.00
C 4.48486 -3.17085 2.42692 0.01 0.01 0.01 0.00
C 3.96823 -4.14263 1.58553 0.03 -0.01 0.03 0.00
C 2.71413 -4.02138 0.98737 0.01 0.01 -0.07 0.00
C 2.24779 -5.13092 0.08687 -0.03 -0.03 -0.02 0.00
C -0.61619 -3.79413 -0.80695 -0.04 -0.03 -0.10 0.01
C -1.10593 -4.97680 -0.25151 0.05 -0.01 0.08 0.00
C -1.55573 -6.01288 -1.04935 0.00 -0.03 -0.01 0.00
C -1.52478 -5.87370 -2.42986 -0.02 -0.03 -0.01 0.00
C -1.06669 -4.69577 -2.99030 -0.05 0.00 0.01 0.00
C -0.61723 -3.64016 -2.19669 -0.02 -0.01 0.00 -0.01
C -0.15195 -2.38752 -2.89460 0.05 0.05 0.01 0.01
H -4.22714 -2.01549 0.96939 -0.02 -0.01 -0.01 0.00
H -3.39541 -3.34877 0.17545 0.00 0.00 0.01 0.00
H -2.68196 -1.75151 0.15371 0.00 0.01 -0.01 0.00
H -4.39064 -3.10073 3.10156 -0.02 0.00 -0.01 0.00
H -3.33561 -3.74216 5.22938 -0.01 0.00 0.02 0.00
H -0.86513 -3.80449 5.41408 0.01 0.00 0.01 0.00
H 0.52231 -3.22285 3.47126 0.00 0.00 0.00 0.00
H 1.94012 -0.98085 2.26501 0.01 -0.03 -0.01 0.00
H 4.13213 -1.25382 3.33620 0.00 0.01 0.01 0.00
H 5.45941 -3.30873 2.87627 0.01 0.00 0.00 0.00
H 4.55402 -5.03077 1.38347 0.00 -0.02 0.00 0.00
H 3.05237 -5.84483 -0.07963 0.00 -0.01 -0.01 0.00
H 1.91464 -4.76068 -0.88304 0.00 0.01 -0.01 0.00
H 1.40805 -5.67141 0.52406 -0.01 0.00 0.01 0.00
H -1.12942 -5.09596 0.82623 -0.01 0.00 0.00 0.00
H -1.92420 -6.92468 -0.59908 -0.01 -0.01 0.01 0.00
H -1.86978 -6.67697 -3.06685 0.00 -0.01 -0.01 0.00
H -1.06610 -4.58259 -4.06780 0.01 0.00 -0.02 0.00
H -0.76636 -2.18712 -3.77359 0.00 -0.01 -0.02 0.00
H 0.88248 -2.48354 -3.23576 0.04 0.01 0.01 0.00
H -0.21423 -1.51584 -2.24055 0.01 0.01 0.01 0.00
C -3.60643 5.54753 0.22562 -0.02 0.00 0.03 0.00
C -3.16560 4.15836 -0.19803 0.00 -0.10 -0.02 0.01
N -2.30768 4.20912 -1.38317 0.04 0.01 -0.08 0.01
C -0.98427 4.16073 -1.38789 -0.02 0.02 0.02 0.03
S -0.03861 3.95262 0.05215 -0.05 0.08 0.13 0.14
N -0.32987 4.32775 -2.54308 -0.03 -0.06 -0.02 0.02
C -0.93781 4.69260 -3.82223 -0.01 -0.02 -0.02 0.00
C -1.26976 6.17449 -3.93067 -0.01 0.00 0.01 0.00
H -4.26350 5.48242 1.09185 -0.01 0.00 0.01 0.00
H -4.15787 6.05124 -0.56908 0.00 0.00 -0.02 0.00
H -2.74500 6.15919 0.49316 0.01 0.00 0.00 0.00
H -4.01426 3.51924 -0.44462 -0.02 0.03 0.00 0.00
H -2.59705 3.66909 0.58753 0.01 -0.01 0.03 0.00
H -2.76915 4.47853 -2.24075 0.02 -0.03 0.02 0.00
H 0.66565 4.44496 -2.43491 0.00 -0.01 -0.01 0.00
H -1.82016 4.06420 -3.97540 0.01 -0.01 -0.02 0.00
H -0.23011 4.40185 -4.59883 -0.01 0.02 0.01 0.00
H -1.97828 6.49053 -3.16440 -0.01 0.00 0.01 0.00
H -1.70728 6.39149 -4.90391 0.00 0.00 -0.01 0.00
H -0.37008 6.77844 -3.82011 0.01 0.00 -0.01 0.00
```
Positions in Å, forces in eV/Å.

Computed properties:
- strongest force on any atom (eV Å⁻¹) = 0.73
- multiplicity = 6
- frontier orbital gap (spin up / spin down) (eV) = 6.63 / 6.24
- charge = +2
- E_LUMO (spin up / spin down) (eV) = -5.69 / -6.08
- energy above the lowest of the compared OMol25 structures with the same formula, charge and spin (kcal per mole) = 0.00
- DFT total energy (eV) = -130310.557

# 6
Computed, not measured: a structure of composition C4H5NO3 in a non-equilibrium geometry, with ωB97M-V/def2-TZVPD.

Structure (XYZ):
```
13
Properties=species:S:1:pos:R:3:forces:R:3:lowdin_charge:R:1
C -1.83023 0.76474 0.05714 2.51 2.24 3.66 -0.20
C -0.05249 -0.40701 -0.92335 1.12 -0.55 -0.50 -0.19
C 0.56152 -1.02747 0.35534 -0.50 -2.16 1.88 -0.17
C 1.00377 0.71112 -0.50356 5.30 7.61 -1.46 -0.36
H -3.29605 0.32410 0.51603 4.23 1.82 -1.46 0.26
H -0.10364 -0.98574 -1.96650 1.40 1.33 2.39 0.21
H 0.10390 -0.58730 1.33138 -0.60 -1.79 -1.90 0.14
H 0.68683 -2.16950 0.31959 0.04 1.74 0.41 0.14
H 2.08079 0.16548 1.43453 -1.01 -0.75 -4.99 0.26
N 1.74314 -0.15971 0.29754 0.20 0.35 3.56 0.03
O -0.95456 1.63776 0.54630 -6.35 -4.96 -2.36 -0.03
O -1.40757 -0.20677 -0.76628 -2.88 1.60 0.72 -0.07
O 1.46460 1.94033 -0.69816 -3.46 -6.46 0.05 -0.03
```
Positions in Å, forces in eV/Å.

Computed properties:
- strongest force on any atom (eV Å⁻¹) = 9.39
- multiplicity = 1
- frontier orbital gap (eV) = 9.40
- charge = 0
- E_LUMO (eV) = -0.33
- energy above the lowest of the compared OMol25 structures with the same formula, charge and spin (kcal per mole) = 153.28
- DFT total energy (eV) = -11855.354